[1]
# C45H53ClMnN3P

C45H53ClMnN3P as an isolated structure at a distorted geometry (wB97M-V/def2-TZVPD, the Open Molecules 2025 dataset).

multiplicity: 5
energy above the lowest of the compared OMol25 structures with the same formula, charge and spin: 0.0 kJ/mol
molar mass: 757.3 g/mol
net charge: -1
HOMO level (alpha / beta): -2.8 / -3.0 eV
expectation value of S²: 6.110
frontier orbital gap (alpha / beta): 0.189 / 0.199 Eh

The geometry in XYZ format:
```
104
Properties=species:S:1:pos:R:3:forces:R:3:mulliken_spin:R:1
Mn -0.280 1.326 -0.366 -0.44 0.72 0.63 3.331
C 5.343 3.405 -0.849 -0.02 0.06 -0.02 0.076
C 4.855 2.130 -0.619 0.00 -0.04 0.04 -0.042
C 3.496 1.830 -0.600 -0.05 -0.17 0.08 0.077
C 2.542 2.859 -0.823 -0.07 0.01 0.04 -0.072
C 3.062 4.158 -1.053 0.06 -0.01 -0.01 0.096
C 4.418 4.420 -1.072 -0.07 -0.09 0.04 -0.040
N 1.171 2.662 -0.784 0.06 -0.13 -0.01 0.127
N 0.468 3.731 -1.282 -0.09 0.07 0.07 0.415
C -0.755 3.861 -0.688 0.25 0.09 -0.08 -0.220
C -1.528 5.005 -0.999 -0.12 0.05 0.07 0.126
C -2.667 5.280 -0.274 0.09 -0.04 -0.02 -0.088
C -3.059 4.426 0.769 0.05 -0.05 0.00 0.150
C -2.345 3.260 1.008 -0.04 0.04 0.15 -0.112
C -1.213 2.913 0.274 0.22 -0.17 -0.44 0.126
H 6.410 3.601 -0.851 -0.06 -0.02 0.00 0.006
H 5.560 1.320 -0.448 -0.05 0.01 0.00 -0.002
H 4.056 -0.201 -0.400 0.09 -0.02 -0.05 0.008
H 2.347 4.951 -1.207 0.01 0.01 0.00 0.005
H 4.759 5.435 -1.244 -0.03 0.01 -0.01 -0.002
H -1.174 5.674 -1.777 -0.03 -0.03 0.02 0.003
H -3.244 6.173 -0.488 0.01 -0.01 0.00 -0.004
H -3.927 4.665 1.375 0.01 0.02 -0.01 0.011
H -2.670 2.611 1.813 0.01 0.02 -0.03 -0.037
C 4.087 2.123 4.237 0.00 -0.03 -0.09 0.001
C 4.843 1.185 3.540 -0.09 0.01 -0.02 0.002
C 4.293 0.515 2.455 0.05 0.02 0.05 -0.006
C 2.982 0.766 2.050 0.12 -0.01 -0.07 0.056
C 2.236 1.708 2.751 0.02 0.04 0.01 -0.012
C 2.784 2.383 3.837 0.00 -0.04 0.01 -0.003
C 2.357 0.052 0.865 0.71 -0.32 0.13 0.001
C 3.118 0.358 -0.441 -0.12 0.14 -0.10 -0.054
C 2.416 -0.012 -1.740 -0.01 0.04 0.09 0.041
C 1.045 -0.206 -1.825 0.22 -0.31 -0.04 0.061
C 0.401 -0.303 -3.055 0.06 0.01 -0.13 -0.033
C 1.136 -0.235 -4.227 0.08 0.03 0.03 -0.005
C 2.520 -0.099 -4.155 -0.06 -0.02 0.03 0.004
C 3.148 0.021 -2.925 0.03 0.01 -0.03 -0.006
H 4.522 2.659 5.074 -0.03 -0.04 -0.03 0.000
H 5.866 0.985 3.835 -0.03 0.01 -0.01 0.000
H 4.902 -0.198 1.906 -0.05 0.11 0.02 -0.001
H 1.226 1.932 2.419 0.05 0.02 0.02 0.030
H 2.189 3.121 4.366 0.04 -0.05 -0.06 0.000
H 1.385 0.494 0.789 -0.75 0.22 0.01 -0.059
H 0.485 -0.425 -0.913 -0.06 -0.17 -0.12 -0.074
H -0.671 -0.435 -3.092 0.01 0.00 0.03 -0.007
H 0.636 -0.290 -5.186 0.02 -0.01 0.00 -0.001
H 3.110 -0.063 -5.062 -0.02 0.01 0.01 0.000
H 4.219 0.187 -2.878 -0.03 0.00 0.00 0.000
C -1.494 -2.735 -1.587 0.09 -0.01 0.06 -0.001
C -2.454 -2.744 -0.386 0.01 0.02 0.08 0.006
C -1.683 -3.379 0.784 -0.03 -0.11 -0.04 -0.005
C -3.652 -3.636 -0.729 0.08 -0.09 -0.08 -0.001
P -2.821 -0.928 0.103 -0.26 -0.03 0.00 0.011
N -1.566 -0.053 0.051 0.45 0.02 -0.18 0.059
C -4.187 -0.333 -1.081 0.05 0.05 0.05 0.029
C -3.746 -0.669 -2.515 0.01 0.00 -0.06 -0.009
C -4.255 1.204 -1.008 -0.14 -0.11 0.00 -0.006
C -5.581 -0.930 -0.861 -0.04 -0.01 -0.05 -0.001
C -3.559 -0.989 1.868 0.16 0.08 -0.01 0.010
C -4.498 -2.153 2.195 -0.09 0.00 0.08 -0.001
C -4.320 0.322 2.128 -0.01 -0.09 0.04 0.002
C -2.370 -0.989 2.852 -0.07 -0.09 0.03 0.009
H -0.936 -3.679 -1.612 -0.06 0.04 -0.01 0.000
H -0.778 -1.916 -1.508 -0.13 -0.21 0.08 0.011
H -2.014 -2.642 -2.540 0.02 0.03 0.03 0.001
H -1.183 -4.290 0.439 -0.05 0.03 0.00 0.000
H -2.339 -3.658 1.609 0.15 0.01 -0.07 -0.002
H -0.923 -2.700 1.165 0.11 0.02 -0.02 -0.003
H -3.288 -4.656 -0.907 -0.01 0.05 0.02 0.000
H -4.150 -3.310 -1.645 0.05 -0.11 0.12 0.000
H -4.396 -3.687 0.065 0.04 -0.01 0.01 0.000
H -2.699 -0.403 -2.678 -0.11 0.02 0.02 0.007
H -4.351 -0.086 -3.218 0.02 -0.05 0.06 0.000
H -3.887 -1.724 -2.758 0.04 0.13 -0.02 0.000
H -3.263 1.646 -1.062 0.04 0.01 -0.02 0.022
H -4.727 1.570 -0.098 0.03 -0.03 -0.04 0.002
H -4.848 1.571 -1.856 0.03 -0.05 0.07 -0.002
H -5.583 -2.021 -0.908 -0.06 0.15 0.00 0.000
H -6.244 -0.565 -1.654 0.00 -0.01 0.02 0.000
H -6.023 -0.631 0.089 0.02 0.02 -0.02 0.000
H -5.329 -2.229 1.491 0.03 0.00 0.07 0.000
H -4.927 -1.980 3.190 0.01 -0.03 -0.05 0.000
H -3.984 -3.115 2.231 -0.13 0.10 0.00 0.000
H -5.309 0.335 1.671 0.03 0.01 -0.03 -0.001
H -3.761 1.183 1.774 -0.02 -0.06 -0.01 -0.006
H -4.460 0.437 3.208 -0.02 -0.03 -0.04 0.000
H -1.899 -1.968 2.945 -0.04 0.09 -0.01 0.001
H -2.725 -0.697 3.848 -0.01 -0.06 -0.09 0.000
H -1.613 -0.273 2.529 0.00 0.04 -0.02 -0.006
Cl 5.941 -5.416 -1.395 -0.03 0.03 0.02 0.000
C 4.836 -4.285 -0.652 0.04 -0.01 0.02 0.000
C 3.625 -4.012 -1.260 -0.11 0.03 -0.02 0.001
C 2.755 -3.111 -0.660 -0.03 0.04 -0.03 0.002
C 3.078 -2.465 0.532 -0.10 0.07 0.02 0.004
C 2.130 -1.470 1.171 0.16 0.08 -0.20 0.001
C 4.292 -2.790 1.132 0.09 -0.01 0.02 0.000
C 5.177 -3.687 0.548 -0.01 0.04 0.06 0.000
H 3.362 -4.502 -2.189 0.00 0.03 0.03 0.000
H 1.802 -2.909 -1.134 0.01 0.05 -0.02 -0.002
H 2.188 -1.596 2.252 -0.07 0.01 0.08 -0.003
H 1.108 -1.714 0.886 -0.10 -0.09 -0.11 -0.004
H 4.550 -2.339 2.084 0.00 -0.04 -0.05 0.000
H 6.120 -3.927 1.021 -0.02 0.01 0.01 0.000
```
Forces are in eV/Å.

=====

[2]
# C45H53NO4PS5Sn

C45H53NO4PS5Sn as an isolated structure (wB97M-V/def2-TZVPD, the Open Molecules 2025 dataset).

multiplicity: 1
energy above the lowest of the compared OMol25 structures with the same formula, charge and spin: 0.0 kJ/mol
molar mass: 981.9 g/mol
net charge: -1
HOMO level: -4.5 eV
frontier orbital gap: 0.240 Eh

The geometry in XYZ format:
```
110
Properties=species:S:1:pos:R:3:forces:R:3:lowdin_charge:R:1
Sn 0.503 -0.218 0.151 0.51 -0.46 0.63 1.231
O 2.505 -0.129 0.838 -0.51 -0.26 -0.28 -0.351
C 2.975 0.639 1.893 0.01 0.08 0.29 -0.483
C 1.819 0.960 2.913 0.21 -0.03 -0.60 -0.084
C 1.185 -0.318 3.335 -0.09 -0.10 0.26 -0.260
C 1.504 -0.917 4.551 -0.14 0.09 -0.04 -0.011
C 0.974 -2.155 4.852 -0.03 -0.01 0.00 -0.037
C 0.157 -2.783 3.927 -0.05 0.04 0.07 -0.010
C -0.134 -2.138 2.733 -0.09 0.04 0.23 -0.249
C -0.945 -2.811 1.670 0.39 0.07 -0.40 -0.068
C 0.011 -3.391 0.575 -0.27 -0.24 -0.06 -0.498
O 0.680 -2.387 -0.095 0.06 0.58 0.10 -0.347
C 0.974 -4.380 1.252 0.02 -0.05 -0.03 -0.158
C 0.483 -5.529 1.870 0.07 0.02 -0.01 -0.042
C 1.344 -6.452 2.439 -0.07 0.03 0.04 -0.088
C 2.717 -6.237 2.400 0.01 -0.02 0.03 -0.099
C 3.211 -5.098 1.784 0.05 -0.10 0.05 -0.081
C 2.344 -4.177 1.209 -0.02 0.04 -0.13 -0.024
C -0.764 -4.230 -0.465 0.00 0.18 -0.08 -0.151
C -2.135 -4.434 -0.478 0.06 0.04 0.07 -0.058
C -2.735 -5.163 -1.500 -0.07 -0.11 -0.09 -0.094
C -1.971 -5.707 -2.518 -0.03 -0.02 0.01 -0.110
C -0.593 -5.520 -2.509 0.08 0.06 0.03 -0.085
C -0.003 -4.787 -1.496 -0.03 0.04 -0.04 -0.032
N 0.353 -0.919 2.469 0.17 -0.09 -0.03 0.082
C 3.626 1.907 1.338 -0.07 0.04 -0.11 -0.152
C 4.526 1.727 0.287 0.03 -0.02 -0.04 -0.027
C 5.152 2.808 -0.307 0.06 -0.08 -0.02 -0.092
C 4.884 4.096 0.137 -0.02 0.15 0.07 -0.105
C 3.987 4.287 1.174 0.01 -0.03 -0.06 -0.079
C 3.363 3.198 1.772 -0.07 -0.05 0.10 -0.027
C 4.013 -0.151 2.702 0.12 -0.05 -0.05 -0.144
C 4.900 0.490 3.563 -0.07 -0.03 0.03 -0.025
C 5.756 -0.246 4.369 0.04 0.04 0.04 -0.092
C 5.742 -1.634 4.325 0.01 0.00 0.00 -0.107
C 4.861 -2.279 3.468 0.09 -0.01 0.03 -0.076
C 4.007 -1.540 2.663 -0.03 0.01 -0.09 -0.018
H 2.218 1.497 3.771 -0.08 0.04 0.04 0.128
H 1.095 1.582 2.381 -0.10 0.19 0.14 0.027
H 2.169 -0.407 5.236 0.02 0.01 -0.03 0.123
H 1.202 -2.636 5.795 0.03 -0.01 -0.01 0.109
H -0.249 -3.767 4.119 -0.01 0.00 -0.03 0.112
H -1.548 -3.601 2.114 -0.07 0.04 0.01 0.114
H -1.584 -2.085 1.161 -0.17 -0.05 0.10 0.111
H -0.585 -5.719 1.880 -0.02 -0.01 -0.01 0.117
H 0.944 -7.344 2.906 0.02 0.00 0.00 0.096
H 3.389 -6.962 2.841 0.03 0.02 0.00 0.094
H 4.281 -4.931 1.746 -0.02 0.02 -0.05 0.098
H 2.716 -3.298 0.697 -0.08 -0.06 -0.04 0.108
H -2.764 -4.012 0.295 0.01 0.04 0.01 0.105
H -3.809 -5.308 -1.499 0.01 0.04 0.01 0.098
H -2.438 -6.274 -3.315 -0.03 0.00 0.02 0.094
H 0.023 -5.947 -3.291 -0.02 0.01 -0.02 0.099
H 1.067 -4.617 -1.490 0.02 -0.03 -0.01 0.125
H 4.711 0.722 -0.072 -0.01 0.00 0.02 0.119
H 5.847 2.648 -1.124 -0.01 -0.01 0.01 0.094
H 5.365 4.949 -0.328 -0.01 -0.01 -0.02 0.092
H 3.733 5.282 1.507 -0.02 0.08 0.02 0.093
H 2.654 3.391 2.566 -0.08 -0.03 -0.02 0.106
H 4.910 1.573 3.610 0.04 0.00 -0.03 0.118
H 6.441 0.267 5.034 0.00 0.00 -0.01 0.095
H 6.416 -2.205 4.953 -0.01 -0.01 0.00 0.092
H 4.837 -3.362 3.431 -0.03 0.03 0.01 0.084
H 3.307 -2.027 1.999 0.08 0.12 0.09 0.083
C -0.646 2.346 -3.606 -0.24 -0.06 0.23 -0.539
C -0.013 1.129 -4.267 0.34 -0.25 0.24 -0.510
S 0.767 -0.061 -3.108 -0.28 0.11 -0.34 0.790
C -0.034 -1.641 -3.522 0.10 0.28 0.02 -0.530
C -1.555 -1.710 -3.553 -0.15 -0.03 0.33 -0.497
S -2.388 -1.223 -2.006 0.02 0.04 -0.09 0.819
C -3.671 -0.091 -2.631 0.30 -0.32 0.08 -0.545
C -3.184 1.168 -3.332 0.37 0.31 0.26 -0.525
S -1.913 2.041 -2.349 -0.11 -0.06 -0.06 0.801
H -1.082 2.991 -4.372 0.17 0.05 -0.08 0.074
H 0.106 2.918 -3.060 0.02 0.03 -0.07 0.077
H 0.790 1.474 -4.920 -0.12 0.01 -0.15 0.066
H -0.731 0.576 -4.871 0.02 0.04 -0.04 0.055
H 0.357 -2.308 -2.751 -0.01 -0.08 -0.05 0.044
H 0.344 -1.957 -4.497 0.00 -0.17 0.05 0.075
H -1.833 -2.750 -3.739 0.03 0.03 -0.18 0.065
H -1.967 -1.088 -4.347 0.02 -0.09 -0.07 0.057
H -4.220 0.173 -1.726 -0.09 0.00 -0.05 0.069
H -4.329 -0.662 -3.289 -0.14 0.10 0.04 0.072
H -4.025 1.852 -3.458 -0.05 -0.09 -0.16 0.067
H -2.768 0.947 -4.314 -0.09 -0.02 -0.01 0.057
C -0.940 2.396 5.351 0.03 0.15 -0.12 -0.043
C -1.604 3.461 4.494 -0.16 -0.10 0.14 -0.491
C -2.274 4.531 5.346 0.08 -0.03 -0.15 -0.051
O -0.595 4.085 3.696 0.06 0.04 0.03 -0.350
P -0.823 4.467 2.137 -0.30 0.00 0.00 -0.186
S 0.251 6.066 1.782 0.11 -0.29 -0.10 0.151
S -0.721 2.827 0.997 0.08 0.28 0.14 0.178
O -2.414 4.864 2.235 0.10 0.03 -0.20 -0.365
C -3.290 4.785 1.102 -0.12 0.09 -0.06 -0.517
C -2.868 5.728 -0.017 0.11 -0.10 0.22 -0.083
C -4.677 5.126 1.624 0.18 -0.04 0.05 -0.058
H -1.655 1.996 6.072 0.01 -0.04 0.01 0.077
H -0.101 2.840 5.891 0.00 -0.03 0.03 0.086
H -0.568 1.583 4.731 0.06 -0.07 -0.04 0.062
H -2.347 2.991 3.843 0.04 0.01 -0.02 0.126
H -1.526 5.007 5.982 -0.01 0.01 0.04 0.083
H -3.050 4.090 5.975 -0.02 0.00 0.01 0.075
H -2.714 5.289 4.700 -0.03 0.00 0.03 0.070
H -3.268 3.758 0.723 0.02 0.00 0.06 0.090
H -2.794 6.747 0.367 -0.02 0.03 -0.04 0.079
H -3.593 5.688 -0.833 -0.02 -0.01 0.01 0.075
H -1.889 5.439 -0.396 0.01 0.03 -0.08 0.044
H -4.696 6.164 1.960 -0.05 0.01 0.00 0.080
H -4.934 4.485 2.469 -0.03 -0.02 -0.02 0.074
H -5.418 4.994 0.834 -0.03 0.01 0.00 0.074
```
Forces are in eV/Å.